{
  "formula": "C53H48BKN8O3",
  "method": "ωB97M-V/def2-TZVPD",
  "total_energy_ev": -90789.473,
  "total_charge": -2,
  "multiplicity": 1,
  "molar_mass_da": 894.93,
  "gap_ev": [4.92, 4.92],
  "de_lowest_kj_mol": 1465.2,
  "symbols": ["K", "O", "O", "O", "N", "N", "N", "N", "N", "N", "N", "N", "C", "C", "C", "C", "C", "C", "C", "C", "C", "C", "C", "C", "C", "C", "C", "C", "C", "C", "C", "C", "C", "C", "C", "C", "C", "C", "C", "C", "C", "C", "C", "C", "C", "C", "C", "C", "C", "C", "C", "C", "C", "C", "C", "C", "C", "C", "C", "C", "C", "C", "C", "C", "C", "B", "H", "H", "H", "H", "H", "H", "H", "H", "H", "H", "H", "H", "H", "H", "H", "H", "H", "H", "H", "H", "H", "H", "H", "H", "H", "H", "H", "H", "H", "H", "H", "H", "H", "H", "H", "H", "H", "H", "H", "H", "H", "H", "H", "H", "H", "H", "H", "H"],
  "coordinates": [[-17.58633, -14.07503, 6.99644], [-15.59667, -14.29590, 11.92085], [-16.38214, -16.15102, 10.86974], [-14.94360, -17.78709, 12.26442], [-16.00320, -12.17257, 5.71205], [-18.81104, -12.51383, 4.43471], [-17.23170, -14.03919, 3.43624], [-20.01244, -11.98362, 8.09830], [-16.09395, -12.05608, 4.38867], [-19.29269, -13.55066, 5.17711], [-16.94635, -14.81361, 4.48187], [-22.83794, -14.97377, 9.19926], [-15.91842, -16.12817, 15.83192], [-15.25661, -10.60899, 2.57283], [-19.76913, -9.92467, 10.13520], [-11.44420, -14.73684, 10.95022], [-15.12712, -11.29030, 6.16200], [-20.57091, -13.22775, 5.53239], [-19.28306, -10.81746, 8.08434], [-16.44361, -17.93940, 7.88981], [-12.30785, -17.28524, 11.58427], [-15.68941, -17.17193, 5.67882], [-21.68419, -11.25962, 11.08273], [-20.73934, -10.95654, 9.99097], [-14.94521, -10.48713, 9.90184], [-22.45089, -13.78767, 7.23521], [-13.88846, -14.99601, 15.93471], [-17.73842, -17.74109, 7.38301], [-15.23658, -11.14436, 3.96703], [-13.69840, -15.24220, 14.57561], [-13.21451, -16.22245, 11.82084], [-16.92135, -16.97992, 5.18711], [-14.56463, -10.58504, 5.07613], [-14.76598, -11.27972, 7.66649], [-15.42544, -10.48386, 8.55296], [-15.78907, -16.36710, 14.48364], [-13.14077, -11.93091, 9.35159], [-19.89838, -11.63444, 4.38294], [-14.55911, -16.41878, 12.43519], [-17.87453, -13.91271, 1.12552], [-21.53912, -14.37902, 5.95246], [-22.23358, -13.76954, 8.55214], [-20.79168, -12.04030, 9.08736], [-19.86681, -10.16822, 3.86843], [-21.08710, -12.06334, 4.83044], [-18.92220, -9.93168, 8.96596], [-10.61434, -15.83337, 10.75495], [-17.61922, -14.69457, 2.31761], [-18.00635, -17.26470, 6.12102], [-11.02498, -17.09657, 11.08181], [-22.26083, -15.07230, 4.78928], [-24.18094, -13.22979, 5.52157], [-13.62668, -11.97750, 8.05752], [-23.57390, -13.06134, 6.85215], [-13.89352, -11.19937, 10.33587], [-15.46188, -17.61693, 7.03450], [-22.52508, -12.49176, 10.74461], [-12.71092, -14.91558, 11.45060], [-17.56140, -16.10663, 2.67794], [-15.68314, -15.50717, 11.60133], [-23.53837, -14.44455, 4.91524], [-21.94363, -12.82447, 9.42117], [-17.18717, -16.04748, 4.05757], [-15.01743, -15.43320, 16.58451], [-14.59236, -16.00106, 13.85985], [-17.47238, -12.54307, 3.67592], [-19.95148, -10.16651, 2.74990], [-18.50915, -17.95691, 8.04427], [-15.93443, -11.02456, 1.82497], [-16.91029, -16.36842, 16.27402], [-18.85717, -10.94195, 7.07464], [-13.12315, -14.44003, 16.46862], [-13.67021, -11.23964, 11.44913], [-22.14156, -16.03736, 4.34853], [-12.54967, -18.33063, 11.93483], [-20.86497, -9.62886, 4.31149], [-15.48968, -9.81877, 10.53638], [-18.20342, -9.11194, 8.98617], [-21.98484, -10.36779, 11.60041], [-23.74374, -12.10412, 7.63704], [-17.06657, -13.25604, 0.95674], [-18.74824, -13.25549, 1.23859], [-18.96679, -16.89850, 5.88705], [-14.77306, -16.88303, 5.20111], [-18.03887, -14.58290, 0.29804], [-13.52253, -20.45372, 6.24264], [-17.60970, -16.97200, 2.05039], [-12.20594, -12.41479, 9.68003], [-11.15844, -13.77456, 10.68832], [-13.54018, -14.11522, 11.51624], [-18.93496, -9.65979, 4.17360], [-15.27420, -15.01806, 17.61684], [-14.40630, -17.81450, 7.24498], [-16.24449, -9.82571, 8.33969], [-23.40069, -12.44376, 11.25677], [-14.29754, -10.48170, 2.08171], [-16.29564, -18.17702, 8.86681], [-13.86599, -9.82291, 4.81765], [-21.05858, -15.03698, 6.86422], [-12.73696, -14.98845, 14.11706], [-24.29086, -15.16701, 4.35861], [-9.69459, -15.71119, 10.22485], [-13.10508, -12.30745, 7.19577], [-22.08788, -15.34605, 9.90639], [-22.13217, -12.02454, 4.45418], [-16.60496, -16.83785, 13.91473], [-14.55990, -18.22904, 13.07768], [-15.63933, -9.55427, 2.59906], [-6.80535, -3.98931, 12.46807], [-17.56678, -12.04651, 2.65903], [-19.53308, -9.23784, 11.03902], [-10.42283, -17.98625, 10.96203], [-24.88863, -12.51947, 5.18231], [-23.75400, -15.34733, 8.86573]],
  "lowdin_charge": [0.7261, -0.0427, 0.0441, -0.0344, 0.0485, 0.0439, -0.0225, 0.1621, 0.0200, -0.0019, 0.0596, 0.0869, -0.1219, -0.0427, 0.0049, -0.1030, -0.2421, -0.2440, -0.1685, -0.0754, -0.0316, -0.0528, -0.0269, -0.1957, -0.0994, -0.2408, -0.1080, -0.0782, -0.3043, -0.0169, -0.1172, -0.1823, 0.0237, -0.1710, -0.0185, -0.0157, -0.0567, -0.3148, -0.3690, -0.0515, -0.1855, -0.3258, -0.2467, -0.0472, 0.0079, -0.1116, -0.1226, -0.2522, -0.0319, -0.1205, -0.0549, -0.1569, -0.0396, -0.1037, -0.0923, -0.0885, 0.0565, -0.0133, 0.0623, -0.6500, -0.1886, -0.2006, -0.2684, -0.1371, -0.1614, -0.4820, 0.0611, 0.0845, 0.0537, 0.1065, 0.1090, 0.0917, 0.1271, 0.0551, 0.1169, 0.1193, 0.0901, 0.0936, 0.0653, 0.1653, 0.0577, 0.0927, 0.0920, 0.1031, 0.0764, 0.0311, 0.0737, 0.0777, 0.0534, 0.1265, 0.0600, 0.1173, 0.0900, 0.0819, 0.0369, 0.0629, 0.0738, 0.0873, 0.1527, 0.1146, 0.0829, 0.0830, 0.1019, 0.1242, 0.1255, 0.1403, 0.1176, 0.0904, 0.0000, 0.0780, 0.1322, 0.0895, 0.0264, 0.0920]
}